# C9H13Cl2N3O2RhSe4

A structure of composition C9H13Cl2N3O2RhSe4 (ωB97M-V/def2-TZVPD, OMol25).

XYZ file:
```
34
Properties=species:S:1:pos:R:3
O 1.960 -0.474 -0.087
C -2.107 0.236 0.488
H -3.728 1.668 0.721
H -2.561 -0.848 2.297
H 1.938 0.966 -4.109
H 1.698 -0.777 2.349
H 1.763 -2.512 2.331
H -2.126 2.397 0.560
Se 2.683 2.592 -0.089
H -1.830 -0.721 -1.427
H -2.604 1.626 2.085
H -2.375 -1.871 0.868
H -3.462 -0.073 -1.181
C 2.028 -2.794 -0.228
N 2.043 -5.052 1.005
N 2.180 -2.672 -2.795
Rh 0.886 1.267 0.503
Se 0.283 2.100 2.513
H -2.124 1.021 -1.543
C 2.113 -2.727 -1.644
C 1.415 1.736 -3.553
H -3.859 -0.921 1.086
C 2.054 -4.041 0.444
Cl 0.295 2.566 -4.647
O -0.729 0.104 0.756
C -2.397 0.111 -1.007
Se 3.503 4.130 1.183
Cl 0.588 0.933 -2.214
C -2.676 1.560 0.998
H 2.097 2.472 -3.142
N 1.898 -1.634 1.862
C 1.945 -1.595 0.509
Se 1.983 2.152 3.881
C -2.776 -0.923 1.230
```

Net charge = -1
LUMO energy (alpha / beta) = -0.08 / -0.08 eV
Frontier orbital gap (alpha / beta) = 4.910 / 4.881 eV
Total energy = -307548.095 eV
ΔE to the lowest compared entry with this formula, charge and spin = 72.7 kcal/mol